# 1
{"formula": "C17H21NO3S", "method": "wB97M-V/def2-TZVPD", "elements": ["C", "C", "O", "C", "C", "C", "C", "C", "C", "N", "C", "O", "C", "C", "C", "C", "S", "C", "C", "O", "C", "C", "H", "H", "H", "H", "H", "H", "H", "H", "H", "H", "H", "H", "H", "H", "H", "H", "H", "H", "H", "H", "H"], "coordinates": [[-4.7907, -0.3944, -2.3779], [-5.0415, -0.5568, -0.8806], [-3.8676, -0.8586, -0.1589], [-2.9628, 0.1254, 0.1025], [-3.1170, 1.4715, -0.1780], [-2.1271, 2.3857, 0.1570], [-0.9687, 1.9737, 0.7858], [0.1399, 2.9415, 1.0881], [1.0918, 3.0589, -0.1162], [1.6381, 1.7763, -0.4826], [2.8804, 1.3855, -0.1116], [3.6963, 2.1336, 0.3949], [3.2023, -0.0252, -0.3930], [4.4112, -0.6228, -0.1667], [4.4268, -1.9891, -0.5076], [3.2302, -2.4199, -0.9868], [2.0606, -1.1656, -1.0373], [-0.8068, 0.6190, 1.0757], [-1.7790, -0.3078, 0.7447], [-1.7014, -1.6431, 0.9844], [-0.5636, -2.1533, 1.6462], [-0.7409, -3.6585, 1.7685], [-4.1264, 0.4439, -2.5726], [-4.3287, -1.2963, -2.7712], [-5.7332, -0.2259, -2.8920], [-5.6918, -1.4191, -0.7080], [-5.5354, 0.3330, -0.4693], [-4.0119, 1.8340, -0.6581], [-2.2730, 3.4299, -0.0758], [0.7126, 2.6013, 1.9522], [-0.2656, 3.9299, 1.3063], [0.5546, 3.4712, -0.9752], [1.9360, 3.7050, 0.1331], [0.9739, 1.0839, -0.7958], [5.2492, -0.0808, 0.2320], [5.2878, -2.6240, -0.4007], [2.9568, -3.4022, -1.3184], [0.0953, 0.3022, 1.5764], [-0.4685, -1.6990, 2.6430], [0.3448, -1.9271, 1.0695], [-0.8375, -4.0989, 0.7801], [0.1169, -4.0933, 2.2737], [-1.6416, -3.8802, 2.3339]], "atomic_forces_ev_per_a": [[0.1, 0.0, 0.4], [-0.3, 0.1, -0.3], [0.4, 0.0, 0.2], [0.1, -0.2, 0.1], [-0.2, -0.2, -0.1], [0.2, 0.0, 0.1], [-0.1, 0.2, 0.1], [0.1, 0.0, -0.3], [0.0, 0.3, 0.3], [-0.2, 0.0, -0.2], [0.0, 0.2, -0.1], [0.1, 0.0, 0.1], [0.1, -0.7, -0.1], [-0.3, 0.4, 0.0], [-0.1, -0.2, -0.1], [-0.3, 0.2, -0.1], [0.6, 0.0, 0.1], [-0.1, -0.2, 0.1], [-0.2, -0.1, -0.1], [-0.3, 0.2, -0.2], [0.4, -0.2, 0.2], [-0.1, 0.5, -0.1], [0.0, 0.1, -0.1], [0.0, -0.1, -0.1], [-0.1, 0.0, -0.1], [0.0, 0.2, 0.0], [0.0, -0.1, 0.0], [-0.1, 0.0, -0.1], [0.0, 0.1, 0.0], [0.0, 0.1, 0.0], [0.0, 0.0, 0.1], [0.1, 0.0, 0.1], [-0.1, 0.0, -0.1], [0.1, 0.0, 0.0], [0.1, 0.2, 0.1], [0.1, -0.1, 0.0], [0.0, -0.2, -0.1], [0.1, -0.1, 0.1], [0.0, 0.0, -0.1], [-0.1, 0.0, 0.1], [0.0, -0.1, -0.1], [0.1, -0.1, 0.0], [-0.1, -0.1, 0.1]], "nbo_charge": [-0.638, -0.060, -0.486, 0.243, -0.280, -0.226, -0.033, -0.425, -0.214, -0.609, 0.640, -0.619, -0.310, -0.187, -0.261, -0.393, 0.422, -0.329, 0.341, -0.501, -0.068, -0.617, 0.211, 0.216, 0.214, 0.193, 0.167, 0.216, 0.209, 0.216, 0.217, 0.195, 0.238, 0.400, 0.244, 0.228, 0.238, 0.223, 0.170, 0.175, 0.212, 0.212, 0.215], "total_charge": 0, "smiles": "CCOc1ccc(CCNC(=O)c2cccs2)cc1OCC", "relative_energy_ev": 0.543, "max_force_ev_per_a": 0.69, "multiplicity": 1, "homo_energy_ev": -7.994, "e_tot_ha": -1339.05924}

---

# 2
{"formula": "C9H26BrN2O2", "method": "wB97M-V/def2-TZVPD", "elements": ["Br", "C", "C", "C", "O", "C", "N", "H", "H", "H", "H", "H", "H", "H", "H", "H", "H", "H", "H", "C", "N", "C", "C", "C", "C", "O", "H", "H", "H", "H", "H", "H", "H", "H", "H", "H", "H", "H", "H", "H"], "coordinates": [[-21.4356, 7.1734, -2.0315], [-19.2193, 4.1283, -3.3146], [-18.5621, 5.0242, -4.3225], [-18.0696, 4.2057, -5.5257], [-17.5512, 5.0512, -6.5956], [-16.9057, 4.2670, -7.5843], [-19.7181, 6.0101, -4.8252], [-19.2792, 6.7794, -5.3106], [-20.2276, 5.5516, -5.5670], [-20.3494, 6.3871, -4.1328], [-20.0769, 3.5980, -3.7286], [-19.5058, 4.7081, -2.4372], [-18.5324, 3.3557, -2.9691], [-17.7960, 5.6146, -3.8199], [-18.8824, 3.6573, -6.0019], [-17.2596, 3.5525, -5.2010], [-16.1424, 3.5739, -7.2306], [-16.3489, 4.9219, -8.2545], [-17.6134, 3.6553, -8.1438], [-16.2599, 8.1358, 1.3632], [-15.6870, 8.8953, 0.1534], [-14.8350, 10.0480, 0.7020], [-14.8351, 8.0303, -0.7001], [-16.8405, 9.4910, -0.6676], [-17.8719, 8.5765, -1.3205], [-18.5204, 7.7830, -0.3999], [-16.6547, 7.2024, 0.9620], [-17.0232, 8.7538, 1.8361], [-15.4437, 7.8599, 2.0309], [-14.5143, 10.6750, -0.1300], [-13.9858, 9.6222, 1.2364], [-15.4610, 10.6010, 1.4022], [-14.4516, 8.6391, -1.5188], [-15.4830, 7.2184, -1.0304], [-13.9655, 7.7479, -0.1066], [-16.4457, 10.0152, -1.5379], [-17.3543, 10.3282, -0.1952], [-17.4559, 8.0097, -2.1534], [-18.6945, 9.1971, -1.6760], [-19.2974, 7.3981, -0.8117]], "atomic_forces_ev_per_a": [[0.8, -0.2, -0.5], [0.0, -0.5, 0.6], [-1.5, 0.1, -0.8], [0.6, 1.6, -1.1], [0.0, -0.4, 1.3], [0.3, -0.1, -0.6], [2.6, -1.0, -1.1], [0.3, 0.5, 0.0], [-0.5, -0.5, 0.0], [-0.8, 0.3, 1.6], [-0.1, 0.2, 0.0], [-0.3, 0.0, -0.1], [0.2, 0.0, -0.1], [0.0, 0.3, -0.5], [-0.2, -0.5, 0.5], [-0.2, -0.2, 0.2], [0.0, 0.0, 0.7], [-0.4, 0.2, 0.0], [-0.2, 0.1, -0.2], [0.6, -0.4, -1.0], [-0.7, 1.4, 0.9], [-0.7, -0.6, -0.2], [-0.2, 0.4, 0.3], [-0.2, 0.5, -1.3], [-0.7, 0.2, 0.5], [1.0, -1.1, 1.5], [-0.4, 0.3, 0.2], [0.1, -0.2, -0.1], [0.1, 0.4, 0.0], [0.0, -0.1, 0.1], [-0.1, 0.0, -0.1], [0.1, 0.1, -0.2], [-0.3, -0.1, -0.2], [0.5, -0.2, -0.1], [-0.3, -0.5, 0.0], [0.9, -0.1, 0.0], [0.2, -0.5, 1.1], [0.3, -0.1, -0.2], [0.6, 0.8, -0.8], [-1.1, -0.2, -0.4]], "nbo_charge": [-0.891, -0.650, -0.031, -0.092, -0.555, -0.263, -0.710, 0.428, 0.423, 0.477, 0.228, 0.266, 0.235, 0.221, 0.187, 0.207, 0.175, 0.210, 0.177, -0.402, -0.203, -0.398, -0.410, -0.255, -0.087, -0.765, 0.251, 0.246, 0.220, 0.230, 0.230, 0.235, 0.229, 0.234, 0.232, 0.226, 0.246, 0.147, 0.231, 0.521], "total_charge": 1, "relative_energy_ev": 0.000, "max_force_ev_per_a": 2.94, "multiplicity": 1, "homo_energy_ev": -10.331, "e_tot_ha": -3192.23708}